1.
126
Properties=species:S:1:pos:R:3 method="wB97M-V/def2-TZVPD" gap_ev=4.8 mol_weight_da=1173.58 charge=-2 e_tot_ha=-8187.42289 e_homo_ha=-0.0689
Na 0.851 -0.792 0.295
C 3.809 -2.856 2.320
C 2.815 -4.000 2.408
O 1.972 -3.958 1.295
C 0.736 -4.616 1.447
C -0.311 -3.918 0.608
O -0.769 -2.687 1.154
C -1.419 -2.756 2.404
C -0.492 -2.405 3.589
O 0.701 -1.858 3.088
C 1.633 -1.532 4.081
C 2.841 -0.923 3.387
O 3.228 -1.573 2.200
H 4.417 -2.989 1.424
H 4.467 -2.898 3.201
H 2.230 -3.946 3.333
H 3.389 -4.940 2.438
H 0.443 -4.627 2.505
H 0.809 -5.663 1.119
H -1.163 -4.595 0.453
H 0.136 -3.653 -0.354
H -1.843 -3.756 2.552
H -2.241 -2.044 2.369
H -0.267 -3.297 4.193
H -0.990 -1.682 4.247
H 1.900 -2.427 4.662
H 1.230 -0.792 4.789
H 3.676 -0.867 4.101
H 2.574 0.084 3.075
C -7.005 -2.528 1.516
O -6.388 -1.628 0.600
C -5.207 -1.113 1.020
O -4.635 -1.578 1.980
C -4.714 0.009 0.162
C -5.611 0.805 -0.435
As -5.147 2.307 -1.705
C -6.300 3.619 -0.802
C -3.418 2.569 -0.954
C -2.405 1.450 -1.225
As -2.707 -0.057 0.139
C -2.852 -1.714 -0.950
C -2.473 0.683 -2.517
O -3.417 0.528 -3.253
O -1.296 0.046 -2.674
C -1.134 -0.872 -3.749
C -3.351 3.233 0.309
O -3.914 4.257 0.682
O -2.544 2.541 1.199
C -2.118 3.196 2.376
C -7.076 0.697 -0.171
O -7.606 1.052 0.848
O -7.861 0.285 -1.201
C -7.243 -0.368 -2.319
H -7.950 -2.811 1.060
H -7.185 -2.033 2.469
H -6.381 -3.404 1.682
H -7.331 3.377 -1.067
H -6.046 4.604 -1.189
H -6.175 3.626 0.276
H -3.467 -1.569 -1.839
H -3.314 -2.459 -0.300
H -1.856 -2.061 -1.227
H -0.513 -1.673 -3.360
H -0.614 -0.373 -4.568
H -2.099 -1.239 -4.095
H -1.084 3.534 2.243
H -2.152 2.465 3.185
H -2.762 4.043 2.600
H -7.982 -1.063 -2.714
H -6.353 -0.918 -2.018
H -6.965 0.354 -3.083
O -0.464 3.150 -0.363
B -1.152 2.395 -1.328
O -0.667 2.752 -2.612
C 0.240 3.748 -2.409
C 0.963 4.457 -3.336
C 1.838 5.435 -2.846
C 1.959 5.674 -1.483
C 1.210 4.944 -0.553
C 0.362 3.988 -1.050
H 0.855 4.262 -4.395
H 2.432 6.013 -3.544
H 2.650 6.431 -1.130
H 1.296 5.118 0.513
O 2.276 1.495 -0.241
C 1.772 1.580 0.890
O 0.805 0.938 1.362
C 2.472 2.537 1.861
C 2.053 2.616 3.180
C 2.762 3.403 4.066
C 3.863 4.141 3.684
C 4.239 4.059 2.360
C 3.575 3.265 1.443
N 5.423 4.842 1.921
O 5.743 4.766 0.757
O 5.998 5.510 2.760
N 2.358 3.436 5.493
O 2.916 4.238 6.218
O 1.514 2.647 5.855
H 1.178 2.056 3.485
H 4.407 4.750 4.389
H 3.894 3.194 0.412
N 1.328 -2.143 -1.412
C 2.315 -2.210 -2.175
C 3.765 -2.033 -1.718
C 4.688 -3.065 -1.896
C 5.995 -2.946 -1.435
C 6.409 -1.772 -0.812
C 5.501 -0.732 -0.648
C 4.189 -0.864 -1.089
C 2.188 -2.516 -3.673
C 2.759 -1.679 -4.632
C 2.556 -1.903 -5.989
C 1.798 -2.987 -6.414
C 1.235 -3.838 -5.466
C 1.425 -3.595 -4.111
H 4.370 -3.974 -2.398
H 6.694 -3.764 -1.569
H 7.431 -1.670 -0.463
H 5.815 0.190 -0.170
H 3.480 -0.051 -0.955
H 3.351 -0.831 -4.301
H 2.987 -1.226 -6.720
H 1.644 -3.167 -7.472
H 0.638 -4.684 -5.787
H 0.960 -4.229 -3.362



2.
110
Properties=species:S:1:pos:R:3 method="wB97M-V/def2-TZVPD" gap_ev="4.8 / 4.8" mol_weight_da=886.44 s2=0.804 charge=+3 spin_multiplicity=2 e_tot_ha=-5733.20562 e_homo_ha="-0.5447 / -0.5441"
Fe 0.563 1.133 -0.492
C 2.672 4.891 0.212
O 3.535 3.861 -0.390
C 2.764 2.800 -0.504
N 1.521 2.914 -0.235
C 1.254 4.366 -0.054
C 0.239 4.705 1.000
C -0.836 5.530 0.694
C -1.758 5.867 1.676
C -1.606 5.382 2.967
C -0.527 4.567 3.280
C 0.392 4.232 2.298
C 3.287 1.569 -1.117
C 4.629 1.435 -1.427
C 5.024 0.306 -2.114
C 4.051 -0.596 -2.515
C 2.717 -0.378 -2.183
N 2.335 0.675 -1.440
C 1.715 -1.303 -2.780
N 0.439 -1.296 -2.697
C -0.024 -2.293 -3.681
C 1.223 -3.131 -3.961
O 2.275 -2.236 -3.564
C -1.256 -3.080 -3.181
C -1.523 -4.339 -3.898
C -2.782 -4.713 -4.246
C -3.852 -3.843 -3.968
C -3.677 -2.600 -3.332
C -2.427 -2.218 -2.964
H 2.906 4.922 1.275
H 2.904 5.838 -0.262
H 0.889 4.721 -1.023
H -0.950 5.921 -0.312
H -2.587 6.520 1.436
H -2.319 5.657 3.734
H -0.395 4.205 4.292
H 1.250 3.617 2.540
H 5.323 2.207 -1.126
H 6.062 0.139 -2.367
H 4.321 -1.458 -3.104
H -0.330 -1.756 -4.583
H 1.295 -4.029 -3.341
H 1.371 -3.384 -5.006
H -0.687 -5.000 -4.106
H -2.968 -5.656 -4.740
H -4.853 -4.143 -4.260
H -4.534 -1.965 -3.154
H -2.252 -1.260 -2.483
C 4.862 0.534 2.975
C 4.588 -0.225 1.852
C 3.309 -0.253 1.310
C 2.267 0.468 1.891
C 2.558 1.241 3.018
C 3.837 1.271 3.551
N 0.952 0.481 1.315
C -0.145 0.723 2.176
C -0.248 0.280 3.499
C -1.405 0.530 4.211
C -2.493 1.215 3.647
C -2.427 1.634 2.342
C -1.256 1.375 1.622
N -1.076 1.673 0.279
N -1.957 2.279 -0.376
C -1.536 2.497 -1.691
C -2.315 3.268 -2.540
C -1.839 3.521 -3.815
C -0.609 2.997 -4.198
C 0.104 2.232 -3.297
N -0.347 1.976 -2.063
H 5.856 0.550 3.402
H 5.373 -0.811 1.388
H 3.143 -0.838 0.420
H 1.780 1.809 3.507
H 4.030 1.873 4.430
H 0.570 -0.259 3.958
H -1.475 0.180 5.233
H -3.379 1.398 4.239
H -3.246 2.148 1.859
H -3.254 3.663 -2.179
H -2.413 4.128 -4.502
H -0.203 3.185 -5.182
H 1.066 1.808 -3.555
C -0.418 -4.852 2.932
C 0.226 -3.626 2.300
C 0.623 -3.846 0.843
C 1.246 -2.595 0.224
Ge 0.023 -1.071 -0.035
C -1.856 -1.417 0.463
C -2.527 -2.792 0.462
C -3.943 -2.713 1.043
C -3.954 -2.535 2.557
H -0.720 -4.657 3.960
H 0.276 -5.694 2.946
H -1.306 -5.168 2.379
H 1.123 -3.347 2.862
H -0.454 -2.765 2.376
H -0.237 -4.197 0.265
H 1.361 -4.652 0.797
H 1.760 -2.824 -0.715
H 2.013 -2.238 0.910
H -0.994 -3.437 -2.158
H -2.454 -0.703 -0.117
H -1.892 -1.024 1.485
H -1.951 -3.503 1.051
H -2.578 -3.202 -0.552
H -4.477 -3.630 0.786
H -4.489 -1.892 0.565
H -3.497 -3.395 3.052
H -4.973 -2.441 2.932
H -3.412 -1.640 2.871